{"formula": "C15H11FNO5P", "method": "the ωB97M-V functional and the def2-TZVPD basis", "orbital_gap_ev": 8.8066, "smiles": "O=C1c2ccccc2C(=O)c2ccccc21.O=[PH2]N(F)C(=O)O", "total_charge": 0, "e_homo_ev": -10.0, "fmax_ev_per_a": 0.68, "energy_ev": -39466.455, "species": ["O", "C", "C", "C", "C", "C", "C", "C", "C", "O", "C", "C", "C", "C", "C", "C", "H", "H", "H", "H", "H", "H", "H", "H", "O", "P", "N", "F", "C", "O", "O", "H", "H", "H"], "coordinates": [[-0.1669, 1.2221, -0.1139], [0.8506, 0.5863, 0.0814], [2.1026, 0.8854, -0.6671], [2.1045, 1.9301, -1.5841], [3.2619, 2.2361, -2.2795], [4.4216, 1.5003, -2.0627], [4.4229, 0.4526, -1.1572], [3.2642, 0.1390, -0.4577], [3.2902, -1.0062, 0.5005], [4.2858, -1.6795, 0.6505], [2.0423, -1.2850, 1.2698], [2.0349, -2.3181, 2.1991], [0.8912, -2.5775, 2.9375], [-0.2513, -1.8055, 2.7542], [-0.2455, -0.7800, 1.8249], [0.8931, -0.5188, 1.0784], [1.1921, 2.4897, -1.7384], [3.2626, 3.0498, -2.9929], [5.3260, 1.7447, -2.6045], [5.3126, -0.1362, -0.9794], [2.9339, -2.9049, 2.3304], [0.8886, -3.3828, 3.6604], [-1.1427, -2.0065, 3.3337], [-1.1178, -0.1629, 1.6631], [-6.7512, -0.4603, 0.9655], [-6.1563, 0.4941, 0.0302], [-5.2758, -0.1635, -1.3262], [-6.0309, 0.1011, -2.4722], [-3.9584, 0.2976, -1.5420], [-3.5548, 0.8547, -2.5108], [-3.2533, -0.0951, -0.4544], [-7.0213, 1.3095, -0.7037], [-5.1977, 1.3640, 0.5678], [-2.6578, 0.6256, -0.2008]], "atomic_forces_ev_per_a": [[-0.14, -0.01, 0.00], [0.06, -0.03, -0.03], [-0.03, 0.01, 0.02], [0.02, 0.02, -0.02], [-0.02, 0.00, 0.00], [0.01, -0.01, 0.01], [0.01, 0.02, -0.03], [0.00, -0.03, 0.02], [-0.04, 0.03, -0.01], [0.01, 0.00, 0.01], [0.05, -0.01, -0.01], [-0.03, -0.01, 0.03], [0.02, 0.00, -0.02], [0.05, -0.01, -0.02], [-0.13, -0.05, 0.08], [-0.01, 0.08, -0.05], [0.00, -0.01, 0.01], [0.00, 0.00, 0.00], [-0.01, 0.00, 0.00], [-0.01, -0.01, 0.01], [0.00, 0.01, -0.01], [0.00, 0.00, 0.00], [0.01, 0.00, 0.00], [-0.02, -0.04, 0.04], [0.01, 0.03, -0.04], [0.06, -0.23, 0.11], [-0.11, 0.45, -0.33], [-0.02, -0.18, -0.02], [0.12, -0.48, 0.07], [-0.04, 0.08, 0.15], [-0.36, 0.49, 0.26], [-0.07, 0.03, 0.01], [0.01, 0.01, 0.04], [0.60, -0.15, -0.27]]}

{"formula": "C3H4N4O", "method": "the ωB97M-V functional and the def2-TZVPD basis", "orbital_gap_ev": 9.4152, "smiles": "[H]/N=C1/N=CN=CON1", "total_charge": 0, "e_homo_ev": -9.4, "e_above_lowest_kcal_mol": 96.59, "fmax_ev_per_a": 9.39, "energy_ev": -11179.780, "species": ["H", "N", "C", "N", "C", "N", "C", "O", "N", "H", "H", "H"], "coordinates": [[-2.2455, 0.1699, -1.4454], [-1.4644, -0.3993, -1.7045], [-0.6051, -0.5737, -0.8293], [0.5983, -1.2347, -0.8961], [1.5165, -0.7858, -0.1608], [1.6549, 0.4796, 0.4148], [0.8161, 1.1235, 0.9405], [-0.5406, 0.9418, 1.2088], [-1.0434, -0.2522, 0.5485], [2.3858, -1.4702, 0.0111], [1.0630, 2.1549, 1.3936], [-2.1356, -0.1539, 0.5188]], "atomic_forces_ev_per_a": [[-0.33, 0.11, 0.38], [0.34, -0.67, -2.85], [-1.17, 1.62, 2.28], [-0.38, -0.30, -0.14], [1.64, -0.94, 0.13], [4.04, -4.35, -2.95], [-5.43, 6.10, 4.64], [1.61, -0.51, -1.50], [-2.26, -0.72, 0.64], [-0.58, 0.93, -0.24], [-0.45, -1.53, -0.70], [2.97, 0.25, 0.31]]}

{"formula": "C4H2Br2O2S", "method": "the ωB97M-V functional and the def2-TZVPD basis", "orbital_gap_ev": 8.3670, "total_charge": 0, "e_homo_ev": -9.8, "e_above_lowest_kcal_mol": 63.73, "fmax_ev_per_a": 2.40, "energy_ev": -159190.771, "species": ["C", "C", "C", "C", "O", "O", "S", "Br", "Br", "H", "H"], "coordinates": [[-1.0208, 1.1592, -1.2296], [-0.7622, 0.1032, -1.7772], [-1.4468, 2.4080, -0.8232], [-1.7837, 3.4636, -0.3529], [0.8181, -2.1673, 0.2522], [1.5909, 0.0759, 0.8001], [0.5503, -0.9258, 0.8429], [3.0986, 2.0230, -1.2623], [-2.6738, 4.8677, 0.3338], [2.4998, 1.2393, -0.0694], [-0.7422, -0.9182, -2.0787]], "atomic_forces_ev_per_a": [[0.04, -0.71, -1.23], [-0.65, 0.89, 1.10], [0.54, -0.15, 0.41], [-0.60, -0.04, 0.01], [0.30, -1.81, -0.88], [-0.65, -0.62, 0.43], [0.18, 2.24, 0.83], [-0.74, -0.92, 1.55], [0.34, -0.08, -0.13], [0.92, 1.16, -1.86], [0.32, 0.05, -0.24]]}

{"formula": "CH3IO2", "method": "the ωB97M-V functional and the def2-TZVPD basis", "orbital_gap_ev": [7.0607, 7.0627], "total_charge": 0, "e_homo_ev": [-9.1, -9.1], "e_above_lowest_kcal_mol": 138.93, "fmax_ev_per_a": 6.07, "energy_ev": -13275.223, "species": ["C", "O", "O", "I", "H", "H", "H"], "coordinates": [[-1.0479, -0.0957, 0.1196], [0.2310, -0.5176, -0.3306], [1.6316, 0.7997, -0.0750], [3.2390, 0.0260, -0.1331], [-1.1821, 0.8263, -0.4076], [-1.2831, -0.1546, 1.1728], [-1.5884, -0.8843, -0.3461]], "atomic_forces_ev_per_a": [[2.26, 0.01, -0.86], [2.02, 0.97, 1.06], [-6.04, 0.56, 0.05], [3.41, -2.06, -0.19], [-0.99, 0.79, 0.21], [0.46, 0.41, 0.44], [-1.11, -0.68, -0.72]]}

{"formula": "C2H2F3IO", "method": "the ωB97M-V functional and the def2-TZVPD basis", "orbital_gap_ev": 8.8494, "total_charge": 0, "e_homo_ev": -8.9, "e_above_lowest_kcal_mol": 61.70, "fmax_ev_per_a": 3.67, "energy_ev": -20404.218, "species": ["C", "C", "O", "F", "F", "F", "I", "H", "H"], "coordinates": [[-1.7794, 1.0626, -0.5435], [2.0289, -0.8294, 0.0332], [-2.2903, 2.0822, -0.0156], [0.7878, -1.0802, -0.3638], [2.8446, -0.7870, -1.0571], [2.4519, -1.7896, 0.8407], [-2.7604, -0.8189, -0.1516], [1.8808, 0.1096, 0.6219], [-3.1639, 2.0507, 0.6358]], "atomic_forces_ev_per_a": [[0.61, -0.36, -0.52], [-0.38, 1.41, 0.26], [-2.79, 0.71, 2.28], [-0.41, -0.87, -0.66], [-0.67, 0.22, 1.11], [0.23, -0.48, 0.02], [-0.30, 0.05, 0.23], [1.26, -0.30, -0.74], [2.46, -0.39, -1.98]]}

{"formula": "C4H5BrI2", "method": "the ωB97M-V functional and the def2-TZVPD basis", "orbital_gap_ev": 7.0576, "total_charge": 0, "e_homo_ev": -8.4, "e_above_lowest_kcal_mol": 76.50, "fmax_ev_per_a": 2.27, "energy_ev": -90467.603, "species": ["C", "C", "C", "C", "Br", "I", "I", "H", "H", "H", "H", "H"], "coordinates": [[-0.8346, -1.4308, -0.4394], [0.0950, -1.7485, -1.2414], [-2.0086, -2.2273, -0.0796], [2.4620, 0.3061, 0.4471], [4.1314, -0.0702, 1.5038], [-0.8513, 0.4239, 1.2155], [1.9278, -0.7478, -1.3908], [-1.9840, -2.4897, 0.9286], [-2.8466, -1.6078, -0.2683], [-1.9340, -3.1419, -0.6999], [1.6274, 0.2012, 1.0644], [2.3606, 1.3243, 0.0345]], "atomic_forces_ev_per_a": [[-0.09, 0.92, 2.07], [1.87, -0.01, -1.26], [0.35, -0.35, -1.76], [1.49, 1.02, -0.87], [-1.48, 0.25, -1.37], [-0.34, -0.67, -0.75], [0.09, -0.37, 0.45], [0.02, -0.45, 1.70], [-1.32, 0.10, -0.21], [-0.56, 0.48, 0.27], [-0.96, -0.69, 1.10], [0.93, -0.25, 0.63]]}